Entry 1:
# C37H53N4O2P2Pb

A structure of composition C37H53N4O2P2Pb (ωB97M-V/def2-TZVPD, the Open Molecules 2025 dataset).

Structure (ORCA input):
```
! RIJCOSX wB97M-V def2-TZVPD def2/J DEFGRID3
* xyz 1 1
C 2.65 1.74 -0.24
C 1.24 2.16 -2.15
C 3.68 2.52 -0.75
C 2.28 3.03 -2.66
C 3.47 3.19 -1.99
H 4.62 2.62 -0.20
H 2.10 3.53 -3.61
H 4.25 3.84 -2.40
N 1.45 1.59 -0.88
P 1.12 1.17 1.96
P -0.86 0.44 -2.36
C 2.78 1.07 1.11
H 3.00 0.00 0.99
H 3.61 1.51 1.69
C 0.09 1.85 -2.88
H 0.00 2.26 -3.89
C -0.19 -1.07 -3.38
C -2.67 0.74 -2.90
C 1.19 0.03 3.50
C 1.07 3.02 2.50
C -0.62 -2.39 -2.69
H -1.68 -2.62 -2.89
H -0.01 -3.23 -3.09
H -0.48 -2.34 -1.60
C -0.61 -1.10 -4.86
H -1.68 -1.31 -4.99
H -0.36 -0.16 -5.37
H -0.05 -1.92 -5.36
C 1.35 -0.90 -3.36
H 1.82 -1.86 -3.65
H 1.66 -0.13 -4.08
H 1.73 -0.60 -2.38
C -3.48 -0.57 -2.80
H -3.36 -1.04 -1.81
H -4.55 -0.34 -2.95
H -3.19 -1.30 -3.57
C -3.30 1.76 -1.93
H -3.44 1.33 -0.93
H -2.68 2.67 -1.84
H -4.29 2.06 -2.32
C -2.75 1.35 -4.31
H -2.33 0.70 -5.09
H -3.81 1.53 -4.56
H -2.23 2.32 -4.35
C -0.12 3.25 3.44
H -0.25 4.34 3.61
H -1.07 2.87 3.02
H 0.04 2.78 4.43
C 0.91 3.91 1.24
H 1.82 3.91 0.62
H 0.07 3.62 0.60
H 0.74 4.95 1.58
C 2.37 3.48 3.19
H 2.27 4.56 3.43
H 2.59 2.95 4.12
H 3.24 3.39 2.52
C 1.59 -1.38 2.99
H 2.60 -1.40 2.56
H 1.58 -2.07 3.86
H 0.87 -1.74 2.25
C -0.23 -0.08 4.08
H -0.95 -0.38 3.30
H -0.24 -0.85 4.87
H -0.58 0.86 4.53
C 2.19 0.47 4.58
H 3.20 0.63 4.18
H 1.86 1.39 5.09
H 2.25 -0.32 5.35
Pb -0.22 0.46 0.03
C -1.45 1.90 0.44
O -2.20 2.72 0.81
N 1.07 -1.15 -0.18
C 1.84 -2.04 -0.29
C 2.79 -3.08 -0.47
C 2.71 -4.26 0.31
C 3.81 -2.93 -1.43
C 3.66 -5.27 0.11
H 1.92 -4.37 1.05
C 4.75 -3.95 -1.61
H 3.86 -2.01 -2.03
C 4.68 -5.12 -0.84
H 3.60 -6.19 0.71
H 5.54 -3.83 -2.36
H 5.41 -5.92 -0.99
N -6.73 -1.48 2.83
C -5.84 -2.21 2.10
O -6.19 -3.29 1.66
C -4.47 -1.70 1.77
C -3.98 -0.51 2.31
C -2.75 -0.02 1.89
N -1.95 -0.65 0.95
C -2.41 -1.86 0.49
C -3.64 -2.39 0.88
H -7.68 -1.85 3.00
H -6.53 -0.55 3.20
H -4.53 0.08 3.02
H -2.47 0.92 2.34
H -1.88 -2.41 -0.24
H -3.98 -3.32 0.43
*
```

The calculation puts the energy relative to the best compared isomer or geometry (same formula, charge and spin) at 78.4 kcal per mole. The orbital gap (spin up / spin down) comes out at 0.127 / 0.172 hartree. The highest occupied orbital energy (spin up / spin down) is -7.184 / -8.420 eV. As for the LUMO energy (spin up / spin down): -3.74 / -3.74 eV.

Results of the Mulliken charge analysis, in e, for atoms 1 through 2:
1 C 0.111
2 C 0.437

Entry 2:
# C37H53N8O2PRuS2Sb

A structure of composition C37H53N8O2PRuS2Sb (ωB97M-V/def2-TZVPD, the Open Molecules 2025 dataset).

Structure (ORCA input):
```
! RIJCOSX wB97M-V def2-TZVPD def2/J DEFGRID3
* xyz 2 2
Ru -0.06 0.39 0.05
O 0.00 0.22 2.43
S -0.29 0.89 3.77
C 1.29 1.01 4.64
C 2.45 1.39 3.72
C 3.32 0.20 3.31
C 4.36 0.61 2.27
S 3.70 0.43 0.59
O 2.21 0.67 0.74
C 3.94 -1.35 0.50
C 5.24 -1.75 0.20
C 5.57 -3.09 0.16
C 4.61 -4.05 0.44
C 3.31 -3.66 0.73
C 2.97 -2.31 0.74
C -0.50 2.62 3.47
C -0.05 3.19 2.29
C -0.22 4.56 2.09
C -0.84 5.33 3.06
C -1.30 4.74 4.24
C -1.13 3.38 4.45
H 1.44 0.03 5.12
H 1.11 1.74 5.43
H 3.07 2.15 4.20
H 2.06 1.86 2.82
H 2.68 -0.59 2.90
H 3.82 -0.20 4.19
H 5.27 0.01 2.30
H 4.62 1.67 2.35
H 6.00 -0.99 0.00
H 6.59 -3.39 -0.08
H 4.86 -5.11 0.43
H 2.54 -4.40 0.95
H 1.26 -2.14 1.93
H 0.45 2.58 1.56
H 0.15 5.02 1.17
H -0.97 6.40 2.90
H -1.78 5.35 4.99
H -1.50 2.92 5.36
N 3.64 3.71 1.50
C 2.96 3.70 0.56
N 2.19 3.69 -0.52
C 1.52 2.78 -1.08
N 0.81 2.06 -1.72
N 1.59 -1.94 0.99
C 0.77 -1.52 0.07
N -1.62 2.25 -0.26
C -2.88 2.11 -0.96
C -2.87 1.78 -2.31
C -4.06 1.65 -3.00
C -5.28 1.85 -2.35
C -5.28 2.19 -1.01
C -4.08 2.33 -0.31
H -1.76 2.71 0.63
H -0.98 2.80 -0.81
H -1.92 1.63 -2.80
H -4.05 1.40 -4.06
H -6.21 1.75 -2.89
H -6.22 2.36 -0.49
H -4.08 2.65 0.72
C -2.30 -4.00 2.48
C -1.28 -2.99 1.95
Sb -2.14 -1.34 0.87
C -2.74 -2.54 -0.80
C -3.36 -1.72 -1.94
C -3.97 -1.29 1.97
C -4.97 -0.20 1.60
H -1.79 -4.86 2.92
H -2.95 -4.38 1.69
H -2.93 -3.56 3.26
H -0.60 -3.47 1.24
H -0.68 -2.57 2.77
H -3.44 -3.29 -0.42
H -1.83 -3.05 -1.13
H -4.29 -1.23 -1.63
H -3.60 -2.35 -2.80
H -2.69 -0.92 -2.27
H -3.68 -1.21 3.02
H -4.38 -2.29 1.80
H -4.59 0.79 1.83
H -5.90 -0.34 2.16
H -5.23 -0.22 0.53
C 0.36 -1.29 -5.37
N 0.72 -2.24 -4.21
C 2.24 -2.19 -4.02
N 2.66 -0.85 -3.78
C 2.28 0.03 -4.88
N 0.84 0.02 -5.09
C 0.09 0.71 -4.02
P 0.42 -0.05 -2.35
C 0.01 -1.81 -2.94
C 2.25 -0.33 -2.47
H -0.72 -1.31 -5.48
H 0.84 -1.69 -6.26
H 0.44 -3.18 -4.46
H 2.68 -2.57 -4.94
H 2.49 -2.84 -3.19
H 2.78 -0.29 -5.79
H 2.60 1.05 -4.64
H -0.98 0.64 -4.25
H 0.36 1.76 -4.01
H -1.06 -1.88 -3.12
H 0.28 -2.50 -2.15
H 2.52 -1.05 -1.70
H 2.79 0.59 -2.27
*
```

The calculation puts the energy relative to the best compared isomer or geometry (same formula, charge and spin) at 58.5 kcal per mole. The orbital gap (spin up / spin down) comes out at 0.251 / 0.259 hartree. The highest occupied orbital energy (spin up / spin down) is -12.466 / -12.803 eV. As for the LUMO energy (spin up / spin down): -5.62 / -5.75 eV.

Results of the Mulliken charge analysis, in e, for atoms 1 through 2:
1 Ru 0.435
2 O 0.274

Entry 3:
# C37H54BeBr2CaFMgN2O8PS

A structure of composition C37H54BeBr2CaFMgN2O8PS (ωB97M-V/def2-TZVPD, the Open Molecules 2025 dataset).

Structure (ORCA input):
```
! RIJCOSX wB97M-V def2-TZVPD def2/J DEFGRID3
* xyz 2 1
C 5.87 4.13 2.44
C 6.26 2.74 2.51
C 6.52 2.02 1.07
O 7.72 1.70 0.71
O 5.36 1.73 0.30
C 5.47 2.28 -1.07
C 4.08 1.95 -1.80
C 3.27 3.23 -2.34
C 3.14 4.44 -1.30
C 2.97 5.80 -2.17
C 1.53 6.50 -2.04
C 0.40 5.34 -2.23
C 0.35 4.58 -3.62
C -0.67 3.42 -3.79
C -1.57 3.09 -2.59
C -1.55 3.86 -1.19
C -0.53 5.03 -1.01
P -0.46 6.01 0.64
C 0.32 4.96 2.01
O -2.11 6.34 1.00
N -2.47 3.49 -0.07
C -2.45 2.03 0.22
C -2.26 1.45 1.70
C -2.17 -0.12 1.96
C -2.29 -1.18 0.80
C -2.15 -2.75 1.13
O -0.98 -3.37 0.54
C 0.20 -3.18 1.36
C 1.18 -2.17 0.52
C -2.52 -0.64 -0.67
C -2.59 0.94 -0.94
S -2.80 1.67 -2.66
H 6.59 4.90 2.88
H 4.88 4.43 1.96
H 6.33 2.21 3.52
H 5.77 3.39 -1.09
H 6.31 1.73 -1.64
H 3.45 1.26 -1.13
H 4.35 1.32 -2.73
H 3.71 3.53 -3.35
H 2.20 2.86 -2.55
H 4.07 4.60 -0.64
H 2.27 4.23 -0.59
H 3.78 6.55 -1.83
H 3.15 5.62 -3.30
H 1.49 7.05 -1.04
H 1.44 7.29 -2.85
H 1.08 4.91 -4.44
H -0.69 2.88 -4.79
H 1.33 5.46 2.27
H 0.45 3.85 1.76
H -0.34 5.12 2.95
H -2.34 6.01 1.90
H -3.43 3.66 -0.45
H -2.17 2.17 2.58
H -2.00 -0.41 3.06
H -3.06 -3.30 0.67
H -2.13 -2.95 2.26
H 0.81 -4.15 1.48
H -0.01 -2.75 2.41
H 1.21 -1.15 1.04
H 0.77 -2.11 -0.55
H 2.24 -2.58 0.45
H -2.60 -1.37 -1.56
Mg 6.98 0.15 2.31
C -8.14 -0.94 -3.36
C -6.87 -0.29 -2.89
O -6.17 -0.79 -2.02
N -6.51 0.89 -3.47
C -7.19 1.63 -4.50
H -8.30 -1.87 -2.82
H -8.99 -0.28 -3.18
H -8.07 -1.17 -4.43
H -5.64 1.26 -3.10
H -6.52 1.74 -5.35
H -7.43 2.63 -4.11
H -8.11 1.14 -4.82
Br -4.65 0.12 0.03
O 5.91 -3.73 4.27
H 6.61 -3.35 4.81
H 6.16 -3.50 3.37
Br -0.36 7.04 -3.84
Be 1.05 -2.97 3.76
O -1.04 -1.15 5.62
H -0.61 -1.93 5.98
C 1.94 -6.94 7.41
C 1.14 -6.54 6.15
C 1.77 -7.23 4.92
O 1.26 -5.22 5.99
H 3.00 -6.64 7.34
H 1.52 -6.48 8.31
H 1.92 -8.02 7.54
H 0.14 -6.99 6.27
H 2.81 -6.95 4.77
H 1.21 -6.99 4.00
H 1.74 -8.32 5.04
Ca -5.22 2.31 1.40
F -1.60 -7.37 -5.35
C -1.60 -6.61 -4.24
C -0.42 -6.06 -3.79
C -0.42 -5.27 -2.65
C -1.61 -5.05 -1.96
C -2.80 -5.62 -2.41
C -2.80 -6.40 -3.56
H 0.50 -6.25 -4.34
H 0.50 -4.82 -2.29
H -1.61 -4.44 -1.06
H -3.72 -5.45 -1.87
H -3.71 -6.84 -3.94
*
```

The orbital gap comes out at 0.050 hartree. The highest occupied orbital energy is -9.845 eV. As for the LUMO energy: -8.49 eV.

Results of the Mulliken charge analysis, in e, for atoms 1 through 2:
1 C -0.644
2 C -0.075

Entry 4:
# C37H55BeN4O6

A structure of composition C37H55BeN4O6 (ωB97M-V/def2-TZVPD, the Open Molecules 2025 dataset).

Structure (ORCA input):
```
! RIJCOSX wB97M-V def2-TZVPD def2/J DEFGRID3
* xyz 1 1
Be 1.66 -3.25 3.11
C 0.29 0.29 0.22
C -0.18 -0.62 1.33
O 0.57 -1.76 1.53
H -0.50 1.01 -0.03
H 0.61 -0.14 -0.73
H 1.12 0.90 0.60
H -1.23 -0.84 1.07
H -0.26 -0.04 2.26
N -1.13 3.76 -4.07
C -0.80 4.07 -5.32
C 0.47 3.87 -5.85
C 1.42 3.25 -5.05
C 1.10 2.99 -3.74
C -0.18 3.27 -3.30
H -1.60 4.40 -5.98
H 0.69 4.20 -6.86
H 2.44 3.14 -5.39
H 1.80 2.70 -2.97
H -0.51 3.02 -2.29
N -1.55 -2.88 -4.74
C -1.36 -2.82 -3.42
C -0.84 -1.77 -2.70
C -0.65 -0.58 -3.40
C -0.72 -0.60 -4.79
C -1.17 -1.77 -5.39
H -1.64 -3.78 -2.98
H -0.97 -1.75 -1.63
H -0.41 0.37 -2.93
H -0.49 0.30 -5.33
H -1.27 -1.87 -6.46
N 1.79 -4.83 1.32
C 1.42 -4.59 0.06
C 1.55 -5.54 -0.94
C 2.21 -6.73 -0.64
C 2.63 -6.94 0.66
C 2.39 -5.99 1.61
H 0.91 -3.65 -0.14
H 1.07 -5.45 -1.90
H 2.34 -7.51 -1.38
H 3.02 -7.93 0.87
H 2.79 -6.12 2.60
N 2.99 -1.06 4.56
C 2.57 0.16 4.19
C 3.10 1.31 4.79
C 4.08 1.12 5.75
C 4.57 -0.12 6.07
C 4.02 -1.18 5.39
H 1.81 0.20 3.43
H 2.73 2.29 4.53
H 4.36 2.01 6.31
H 5.35 -0.31 6.80
H 4.28 -2.21 5.59
C -5.14 -2.21 1.99
C -4.34 -2.91 0.95
O -4.22 -4.09 0.93
C -3.73 -2.11 -0.18
H -5.70 -2.95 2.55
H -5.65 -1.33 1.60
H -4.42 -1.66 2.62
H -4.30 -2.29 -1.08
H -2.71 -2.52 -0.25
H -3.44 -1.09 0.07
C -3.54 1.42 -1.69
C -4.35 1.99 -2.83
O -3.76 2.67 -3.62
C -5.83 1.78 -2.81
H -2.49 1.49 -1.96
H -3.79 0.40 -1.41
H -3.65 2.00 -0.76
H -6.44 2.59 -3.21
H -6.17 1.75 -1.77
H -6.04 0.87 -3.38
C -1.91 1.83 5.18
C -0.72 2.75 5.28
O 0.07 2.93 4.37
C -0.44 3.37 6.63
H -2.08 1.43 6.18
H -1.62 1.07 4.45
H -2.83 2.25 4.79
H -1.19 4.12 6.90
H 0.45 3.99 6.53
H -0.29 2.62 7.40
C 0.31 5.31 0.34
C 1.31 4.20 0.42
O 1.92 3.90 -0.59
C 1.61 3.51 1.72
H 0.66 6.20 0.88
H -0.66 5.03 0.76
H 0.24 5.58 -0.71
H 1.58 4.23 2.54
H 2.61 3.09 1.69
H 0.93 2.67 1.85
C 3.36 -3.04 -2.96
C 3.88 -1.79 -2.33
O 4.97 -1.70 -1.84
C 3.04 -0.56 -2.53
H 2.27 -3.08 -2.86
H 3.71 -3.88 -2.37
H 3.51 -3.02 -4.04
H 3.58 0.38 -2.47
H 2.22 -0.59 -1.80
H 2.50 -0.55 -3.48
*
```

The orbital gap comes out at 0.149 hartree. The highest occupied orbital energy is -10.527 eV. As for the LUMO energy: -6.46 eV.

Results of the Mulliken charge analysis, in e, for atoms 1 through 2:
1 Be 0.945
2 C 0.638